[1]
{
  "formula": "C6H16N",
  "method": "the ωB97M-V functional and the def2-TZVPD basis",
  "species": ["C", "C", "C", "C", "C", "C", "N", "H", "H", "H", "H", "H", "H", "H", "H", "H", "H", "H", "H", "H", "H", "H", "H"],
  "positions_angstrom": [[0.10786, -2.26516, -0.47090], [0.46755, -0.91000, -0.97404], [1.28600, -0.01667, -0.30252], [-0.95946, 0.78144, -0.45444], [1.58867, 0.03128, 1.19210], [1.77653, -1.23476, 2.04323], [-3.29962, 3.01297, -0.95029], [-0.42838, -2.82337, -1.21942], [-0.20551, -2.22535, 0.58336], [1.08226, -2.77919, -0.35850], [0.13589, -0.64600, -1.99500], [1.84139, 0.70518, -0.90083], [-0.63770, 1.76358, -0.13109], [-1.27805, 0.04165, 0.25568], [-1.55193, 0.65224, -1.34500], [0.68899, 0.52422, 1.56243], [2.42066, 0.72589, 1.42765], [2.23724, -1.88905, 1.30874], [0.76983, -1.65963, 2.30504], [2.25949, -1.10014, 3.00265], [-3.61864, 3.98314, -0.96347], [-2.50719, 2.98244, -1.58165], [-3.99970, 2.46979, -1.46756]],
  "atomic_forces_ev_per_a": [[1.28, 0.39, 0.62], [-0.89, 1.00, -0.52], [-0.19, 0.47, 0.54], [0.85, -1.76, 0.26], [0.00, 0.97, 0.54], [-1.93, -0.66, -1.28], [-0.13, -0.38, -0.56], [-0.75, -0.17, 0.35], [-0.71, -0.33, -0.65], [-0.28, 0.08, -0.27], [1.06, -0.49, 0.29], [-0.52, 0.23, -0.01], [0.18, -0.19, -0.08], [-0.20, 0.35, 0.78], [0.36, 0.39, -0.52], [-0.02, 0.44, 0.27], [-0.47, -0.29, -0.65], [0.61, -0.79, 1.00], [0.93, 0.21, -0.29], [0.59, 0.20, -0.32], [0.04, -0.30, 0.11], [0.18, 0.31, -0.05], [-0.01, 0.32, 0.43]],
  "homo_energy_ev": -13.57,
  "homo_lumo_gap_ha": 0.307,
  "e_above_lowest_kcal_mol": 92.0,
  "spin_multiplicity": 1,
  "total_charge": 1,
  "lumo_ev": -5.22
}

[2]
{
  "formula": "C50H47N3O3P2W",
  "method": "the ωB97M-V functional and the def2-TZVPD basis",
  "species": ["W", "C", "O", "C", "C", "C", "C", "C", "C", "N", "N", "C", "O", "C", "C", "C", "C", "C", "C", "C", "O", "H", "H", "H", "H", "H", "H", "H", "H", "H", "H", "H", "H", "C", "C", "P", "C", "C", "C", "C", "C", "C", "C", "C", "C", "C", "C", "C", "C", "P", "C", "C", "C", "C", "C", "C", "C", "C", "C", "C", "C", "C", "H", "H", "H", "H", "H", "H", "H", "H", "H", "H", "H", "H", "H", "H", "H", "H", "H", "H", "H", "H", "H", "H", "H", "H", "H", "H", "C", "C", "C", "C", "C", "C", "C", "C", "N", "H", "H", "H", "H", "H", "H", "H", "H", "H"],
  "positions_angstrom": [[-0.05564, -0.27037, 0.04120], [-0.74081, 1.02201, 4.47496], [0.65609, 1.00544, 4.74406], [1.48698, 0.26445, 3.95892], [2.63169, -0.19902, 4.58991], [3.58728, -0.94402, 3.91535], [3.40981, -1.22199, 2.57141], [2.28028, -0.74242, 1.91721], [2.14840, -0.93067, 0.45334], [2.07658, 0.12298, -0.36894], [2.35507, -0.20719, -1.71120], [1.31418, -0.25801, -2.45263], [0.07505, -0.14119, -1.98279], [1.44685, -0.44780, -3.91819], [2.70389, -0.44169, -4.51885], [2.81945, -0.59991, -5.89028], [1.68319, -0.76111, -6.67482], [0.42991, -0.76344, -6.08066], [0.31095, -0.60751, -4.70594], [1.28269, -0.03650, 2.60323], [0.17019, 0.32975, 1.94188], [-1.19846, 1.47754, 5.35175], [-1.12603, 0.01021, 4.34522], [-0.97604, 1.60727, 3.58898], [2.74357, 0.03319, 5.64300], [4.46230, -1.30215, 4.44264], [4.15114, -1.78421, 2.01362], [2.42764, -1.89143, 0.03737], [3.57954, -0.30742, -3.89588], [3.79968, -0.59454, -6.35256], [1.77728, -0.88124, -7.74751], [-0.45946, -0.88760, -6.68796], [-0.66386, -0.60059, -4.23572], [-2.73625, 2.55541, -0.94612], [-3.51020, 1.43818, -0.24674], [-2.61558, -0.16500, -0.02886], [-3.40217, -1.20011, -1.30546], [-2.63510, -1.75719, -2.31995], [-3.23078, -2.54170, -3.30265], [-4.59534, -2.77044, -3.27211], [-5.37153, -2.21429, -2.25917], [-4.77946, -1.43526, -1.28026], [-3.28372, -0.85947, 1.51451], [-3.56867, -2.22367, 1.58598], [-3.99426, -2.78689, 2.77850], [-4.13085, -1.99998, 3.91395], [-3.82671, -0.64754, 3.85666], [-3.39854, -0.08073, 2.66402], [-1.69515, 3.23258, -0.04186], [-0.03554, 2.44991, -0.13205], [0.69888, 3.21503, -1.61828], [1.67119, 4.21113, -1.52773], [2.21712, 4.76774, -2.67641], [1.79701, 4.34234, -3.92857], [0.81980, 3.36308, -4.03040], [0.27340, 2.80358, -2.88388], [0.86880, 3.18777, 1.26065], [0.27866, 4.06501, 2.16708], [0.99178, 4.52732, 3.26644], [2.30090, 4.11877, 3.47046], [2.90231, 3.25745, 2.56270], [2.19369, 2.79349, 1.46500], [-3.46200, 3.30773, -1.25932], [-2.28277, 2.18338, -1.86774], [-4.40520, 1.19552, -0.81680], [-3.85396, 1.78335, 0.72833], [-1.57407, -1.57365, -2.33174], [-2.61699, -2.97836, -4.08316], [-5.06048, -3.38848, -4.03078], [-6.43929, -2.39655, -2.23132], [-5.38984, -1.02078, -0.48500], [-3.44628, -2.85329, 0.71257], [-4.20572, -3.84886, 2.81861], [-4.46248, -2.44280, 4.84574], [-3.91642, -0.02924, 4.74319], [-3.13755, 0.97173, 2.64578], [-2.03154, 3.16600, 0.99683], [-1.60054, 4.29268, -0.28011], [2.01236, 4.55001, -0.55857], [2.97820, 5.53422, -2.58772], [2.23384, 4.76908, -4.82369], [0.49164, 3.01412, -5.00329], [-0.46453, 2.02162, -2.98019], [-0.73923, 4.40892, 2.02680], [0.51757, 5.20720, 3.96452], [2.84999, 4.46406, 4.33824], [3.92257, 2.92620, 2.71681], [2.65755, 2.10597, 0.76988], [0.31138, -3.78177, -1.90431], [-0.20062, -4.30328, -0.59136], [-0.40421, -5.65765, -0.38839], [-0.77180, -6.16107, 0.85674], [-0.88215, -5.29599, 1.94024], [-0.68054, -3.93294, 1.79814], [-0.68050, -3.02294, 2.99502], [-0.40402, -3.40798, 0.49425], [-0.27607, -2.08867, 0.30551], [0.53357, -4.60833, -2.58058], [1.23123, -3.20214, -1.75703], [-0.38848, -3.11288, -2.41008], [-0.26032, -6.33707, -1.22202], [-0.94152, -7.22353, 0.98648], [-1.11575, -5.69086, 2.92527], [-1.19984, -3.48502, 3.83749], [-1.14468, -2.06512, 2.78204], [0.34807, -2.80956, 3.30718]],
  "atomic_forces_ev_per_a": [[-0.25, -0.47, 0.19], [0.12, -0.05, 0.10], [-0.20, 0.24, -0.05], [0.01, -0.19, 0.03], [0.04, -0.01, 0.07], [0.04, -0.03, 0.01], [0.03, 0.00, 0.00], [0.04, 0.03, 0.01], [-0.11, 0.06, 0.16], [0.06, -0.13, -0.11], [0.06, 0.11, 0.10], [-0.13, 0.08, -0.21], [0.08, 0.00, -0.05], [0.03, 0.06, 0.02], [0.05, -0.02, -0.02], [0.02, 0.00, 0.02], [0.00, 0.00, -0.02], [-0.03, -0.02, 0.00], [0.01, 0.01, 0.00], [0.07, 0.02, -0.07], [0.05, 0.10, 0.07], [-0.01, -0.01, 0.02], [0.01, -0.04, -0.02], [0.02, 0.05, -0.04], [0.00, -0.01, -0.05], [-0.02, 0.01, -0.03], [-0.04, 0.03, 0.04], [0.09, -0.10, -0.06], [-0.05, 0.00, -0.03], [-0.04, 0.00, 0.03], [-0.01, 0.00, 0.03], [0.04, 0.01, 0.03], [0.00, 0.00, -0.01], [-0.01, 0.04, 0.02], [0.01, -0.05, 0.07], [0.20, -0.09, -0.09], [-0.02, -0.03, -0.07], [-0.15, -0.01, 0.03], [0.07, 0.00, 0.01], [-0.03, -0.02, -0.01], [-0.02, -0.01, 0.01], [-0.01, 0.04, -0.06], [-0.03, -0.06, 0.04], [-0.05, 0.03, -0.01], [-0.03, -0.01, 0.01], [-0.01, -0.03, 0.00], [-0.02, 0.04, 0.00], [-0.02, -0.02, -0.02], [-0.03, -0.04, -0.02], [-0.04, -0.15, 0.03], [-0.02, 0.11, -0.04], [-0.01, -0.02, -0.05], [0.00, 0.00, 0.01], [0.02, 0.02, 0.00], [-0.04, -0.05, 0.01], [0.10, 0.04, 0.01], [0.04, 0.01, 0.03], [0.00, 0.06, 0.01], [0.00, 0.00, 0.00], [-0.01, 0.00, 0.02], [0.00, -0.02, -0.03], [-0.02, 0.04, 0.05], [-0.01, 0.02, -0.01], [0.01, -0.01, 0.00], [-0.08, -0.01, -0.04], [0.03, 0.02, 0.08], [0.08, 0.08, -0.02], [-0.04, 0.02, 0.04], [0.01, 0.03, 0.02], [0.04, 0.00, 0.00], [0.02, -0.01, -0.01], [0.00, 0.02, 0.05], [0.01, 0.04, 0.01], [0.01, 0.02, -0.04], [0.01, -0.04, -0.05], [-0.01, -0.02, -0.03], [0.00, -0.03, -0.02], [0.02, 0.03, -0.03], [0.00, 0.00, -0.01], [-0.03, -0.03, -0.01], [-0.02, -0.01, 0.04], [0.02, 0.02, 0.05], [0.00, -0.10, -0.01], [0.07, -0.03, 0.03], [0.02, -0.03, -0.02], [-0.02, 0.00, -0.04], [-0.04, 0.01, 0.00], [0.01, -0.02, -0.01], [0.09, 0.03, -0.05], [-0.05, -0.03, 0.00], [-0.05, -0.03, 0.01], [0.01, -0.03, -0.08], [-0.03, 0.08, 0.00], [0.01, 0.07, -0.21], [0.15, -0.14, 0.03], [0.10, -0.13, 0.40], [-0.16, 0.56, -0.15], [0.00, 0.02, 0.01], [-0.09, -0.07, -0.03], [0.04, -0.10, 0.10], [0.00, 0.00, 0.02], [0.03, 0.05, -0.01], [0.02, 0.02, -0.06], [0.04, 0.00, -0.05], [-0.07, 0.16, -0.06], [-0.03, 0.01, -0.02]],
  "homo_energy_ev": [-5.64, -7.20],
  "homo_lumo_gap_ha": [0.226, 0.252],
  "e_above_lowest_kcal_mol": 0.0,
  "spin_multiplicity": 3,
  "total_charge": 0,
  "lumo_ev": [0.51, -0.35]
}

[3]
{
  "formula": "C5H8N2",
  "method": "the ωB97M-V functional and the def2-TZVPD basis",
  "species": ["H", "N", "C", "C", "C", "N", "C", "C", "H", "H", "H", "H", "H", "H", "H"],
  "positions_angstrom": [[-2.75179, 1.67402, 0.12316], [-2.79572, 0.65368, 0.22911], [-1.60650, 0.17031, 0.26919], [-1.17885, -1.23737, 0.33452], [0.17613, -1.30505, 0.29226], [0.74603, -0.07360, 0.10503], [2.15516, 0.18604, -0.10656], [-0.33312, 0.82763, -0.18825], [-1.87264, -2.05410, 0.42446], [0.82370, -2.17771, 0.37148], [2.74256, -0.65002, 0.29170], [2.40657, 0.30585, -1.16828], [2.47402, 1.08928, 0.42878], [-0.97358, 0.56587, -1.14152], [-0.07291, 1.88461, -0.09011]],
  "atomic_forces_ev_per_a": [[-0.09, -0.31, 0.10], [0.27, -0.06, 0.61], [-0.56, -0.24, 0.63], [-0.23, -0.09, 0.25], [-0.13, 0.16, 0.00], [-0.35, -0.17, -0.20], [-0.04, 0.02, -0.07], [-0.54, 0.06, -1.00], [0.07, -0.11, 0.21], [-0.27, 0.20, -0.01], [-0.23, 0.15, -0.08], [-0.05, -0.01, 0.10], [-0.15, -0.15, -0.10], [2.77, 0.82, -0.53], [-0.48, -0.26, 0.09]],
  "homo_energy_ev": -7.74,
  "homo_lumo_gap_ha": 0.311,
  "e_above_lowest_kcal_mol": 52.0,
  "spin_multiplicity": 1,
  "total_charge": 0,
  "lumo_ev": 0.72
}

[4]
{
  "formula": "C4H5NO2",
  "method": "the ωB97M-V functional and the def2-TZVPD basis",
  "species": ["N", "C", "C", "C", "O", "C", "O", "H", "H", "H", "H", "H"],
  "positions_angstrom": [[-2.20140, -0.30264, -0.56813], [-0.89789, -0.00411, -0.19513], [0.21113, -0.77336, -0.01648], [1.27408, 0.15988, 0.24019], [2.58167, -0.12408, 0.49111], [0.73253, 1.39984, 0.22714], [-0.61571, 1.30100, -0.04806], [-2.90085, 0.09449, 0.04754], [-2.34406, -1.29610, -0.68521], [0.25624, -1.85429, -0.00586], [2.78010, -0.98988, 0.11613], [1.12416, 2.38924, 0.39675]],
  "atomic_forces_ev_per_a": [[0.01, -0.06, 0.10], [0.11, -0.10, 0.02], [-0.06, -0.01, -0.01], [-0.28, 0.28, -0.02], [0.02, -0.18, -0.06], [0.26, -0.05, 0.05], [-0.11, -0.11, -0.02], [0.07, 0.01, -0.09], [-0.01, 0.11, 0.04], [0.01, 0.16, -0.07], [0.02, 0.12, 0.10], [-0.05, -0.15, -0.04]],
  "homo_energy_ev": -7.77,
  "homo_lumo_gap_ha": 0.316,
  "e_above_lowest_kcal_mol": 25.9,
  "spin_multiplicity": 1,
  "total_charge": 0,
  "lumo_ev": 0.82
}

Question: Number 1 is which compound?
Answer: C6H16N